No. 1
# C6H8N2O3

The molecule C6H8N2O3 at a distorted geometry (ωB97M-V/def2-TZVPD, the Open Molecules 2025 dataset).

Each line ends with the Löwdin charge.
Element x y z (Å)
C1 0.0035 -2.2145 -0.3512  -0.48
H1 -1.8752 1.9643 0.6085  0.09
H2 1.8760 -2.4092 -0.4598  0.16
O1 3.1472 1.0827 -0.8830  -0.07
O2 3.1866 -0.9348 0.9261  -0.01
N1 1.2185 -1.8592 0.0768  0.15
H3 -1.8813 -1.7182 -0.2783  0.14
C2 1.8911 1.1986 -0.9458  -0.37
H4 1.3013 -0.4703 1.8423  0.16
C3 1.3308 0.5742 0.0724  0.05
H5 -2.8815 0.6022 0.3277  0.11
C4 1.8066 -0.6802 0.8181  -0.37
H6 -1.7559 1.4495 -1.1351  0.11
C5 -0.8689 0.0885 0.0240  -0.06
H7 1.2400 1.8152 -1.5250  0.10
H8 3.4859 -0.2947 0.1876  0.10
C6 -1.9391 1.1015 -0.1009  -0.05
N2 -1.0650 -1.1668 -0.1746  0.15
O3 -0.2781 -3.2974 -0.7932  0.10

The value obtained for the LUMO energy is -0.49 eV. As for the HOMO energy: -8.0 eV. For the HOMO-LUMO gap, the calculation gives 7.5 eV. As for the total energy: -568.463959 a.u. Its relative energy (zero: lowest compared OMol25 entry of this formula, charge and spin) is 602.3 kJ/mol.



No. 2
# C6H8N2S

The molecule C6H8N2S at a distorted geometry (ωB97M-V/def2-TZVPD, the Open Molecules 2025 dataset).

Each line ends with the Löwdin charge.
Element x y z (Å)
N1 -1.6353 -0.5687 0.0320  -0.32
C1 -2.8018 -1.3005 0.0722  -0.04
C2 2.4961 1.3039 0.0660  -0.22
H1 -2.7682 -2.4507 0.1959  0.07
C3 -0.3261 -0.9919 0.0878  -0.14
H2 -0.3341 -2.1036 0.1783  0.12
S1 2.2375 -1.2206 -0.0166  1.03
C4 3.2455 0.1409 -0.1186  -0.44
C5 1.1796 1.1069 0.3001  -0.15
H3 0.6064 1.9391 0.4898  0.08
H4 2.8342 2.2787 0.0826  0.08
H5 -3.6152 -0.8495 -0.5602  0.05
H6 4.3902 0.1623 0.0210  0.10
H7 -2.7948 1.0217 0.2971  0.15
N2 -1.8466 0.7520 -0.1914  0.06
C6 0.8391 -0.2204 0.1859  -0.52
H8 -1.7066 1.0006 -1.1220  0.08

The value obtained for the LUMO energy (alpha / beta) is 0.23 / 0.41 eV. As for the HOMO energy (alpha / beta): -6.7 / -6.3 eV. For the HOMO-LUMO gap (alpha / beta), the calculation gives 6.9 / 6.7 eV. As for the total energy: -740.965516 a.u. Its relative energy (zero: lowest compared OMol25 entry of this formula, charge and spin) is 419.0 kJ/mol.



No. 3
# C6H8N2S2

The molecule C6H8N2S2 at a distorted geometry (ωB97M-V/def2-TZVPD, the Open Molecules 2025 dataset).

Each line ends with the Löwdin charge.
Element x y z (Å)
N1 0.4982 0.8099 -1.0310  -0.41
S1 1.5580 -1.4348 0.1729  0.92
N2 0.3144 -1.2243 -2.0870  0.02
C1 0.7121 -0.5202 -1.1211  -0.80
H1 0.5389 2.2742 2.2090  0.02
C2 -0.8746 1.0069 1.5555  -0.33
C3 1.1326 -2.8562 -0.7911  -0.44
H2 -0.7538 0.3417 2.5216  0.14
H3 -2.1728 -0.4587 1.0630  0.10
H4 -0.7268 3.1132 1.2357  0.10
S2 1.1629 1.7818 -0.0078  0.95
C4 -0.0948 2.2435 1.4343  -0.31
H5 0.0008 -3.3294 -2.6313  0.12
C5 0.4896 -2.5771 -1.9388  -0.24
C6 -1.7367 0.5394 0.6636  -0.02
H6 1.2459 -3.8411 -0.3352  0.05
H7 0.8027 3.0109 -0.7225  0.04
H8 -2.0964 1.1205 -0.1899  0.08

The value obtained for the LUMO energy is -0.03 eV. As for the HOMO energy: -7.7 eV. For the HOMO-LUMO gap, the calculation gives 7.7 eV. As for the total energy: -1139.165270 a.u. Its relative energy (zero: lowest compared OMol25 entry of this formula, charge and spin) is 404.6 kJ/mol.



No. 4
# C6H8N3O

The ion C6H8N3O with charge +1 at a distorted geometry (ωB97M-V/def2-TZVPD, the Open Molecules 2025 dataset).

Each line ends with the Löwdin charge.
Element x y z (Å)
C1 -1.2460 -1.4869 0.4160  0.09
N1 0.6858 -0.9606 -1.1217  0.05
O1 3.2015 0.2634 0.9650  -0.06
H1 2.9005 -0.5895 -1.0965  0.18
N2 -0.9150 0.6073 -0.2514  -0.04
C2 -1.9462 0.6220 0.6677  -0.05
H2 -3.0199 -0.7740 1.7175  0.09
C3 -0.4758 -0.7927 -0.4404  -0.23
H3 0.4157 1.6166 -1.4728  0.15
C4 1.8953 -0.6887 -0.5568  -0.21
N3 1.9723 -0.3309 0.6560  -0.01
H4 0.6909 -0.8673 -2.1839  0.19
H5 -2.5727 1.5468 0.7629  0.16
H6 -1.1423 -2.5721 0.5394  0.15
H7 3.2112 0.6968 1.8322  0.11
C5 -0.4865 1.6764 -0.8043  0.25
H8 -0.9388 2.6465 -0.7420  0.13
C6 -2.2301 -0.6131 1.1130  0.06

The value obtained for the LUMO energy is -5.97 eV. The structure (SMILES) is C=[N+]1C=CC=C1N/C=N/O. As for the HOMO energy: -12.6 eV. For the HOMO-LUMO gap, the calculation gives 6.6 eV. As for the total energy: -472.537876 a.u. Its relative energy (zero: lowest compared OMol25 entry of this formula, charge and spin) is 464.1 kJ/mol. As for the charge: +1.



No. 5
# C6H8N3O3S

The ion C6H8N3O3S with charge -1 at a distorted geometry (ωB97M-V/def2-TZVPD, the Open Molecules 2025 dataset).

Each line ends with the Löwdin charge.
Element x y z (Å)
O1 0.5898 -2.7863 -1.1795  -0.03
S1 0.6029 1.5588 -0.2826  1.04
O2 -1.9461 1.3767 0.4488  -0.38
C1 2.1621 -0.6248 -0.1631  -0.33
N1 -0.8035 1.5015 1.0975  -0.23
H1 3.0184 -1.1645 -0.6746  0.17
C2 1.2112 0.0133 -1.1730  -0.27
H2 0.7686 -0.3725 2.2297  0.05
H3 -3.3028 0.0441 -0.5092  0.11
H4 0.5046 -0.7893 -1.2679  0.06
H5 1.5468 0.4173 -2.0507  0.04
N2 2.7340 0.3813 0.7385  0.03
H6 -3.0282 -0.2189 1.3267  0.11
H7 2.2329 2.1282 1.5624  0.08
O3 1.7958 -3.8316 0.3821  -0.01
N3 0.6432 -1.3039 1.7437  0.16
C3 -2.4589 0.1401 0.3347  -0.20
C4 1.2088 -2.8986 -0.1340  -0.77
C5 1.9782 1.3795 0.8303  -0.42
C6 1.2758 -1.5664 0.6891  -0.28
H8 -1.7515 -0.6725 0.2197  0.05

The value obtained for the LUMO energy is 2.90 eV. As for the HOMO energy: -4.4 eV. For the HOMO-LUMO gap, the calculation gives 7.3 eV. As for the total energy: -1021.460470 a.u. Its relative energy (zero: lowest compared OMol25 entry of this formula, charge and spin) is 396.9 kJ/mol. As for the charge: -1.



No. 6
# C6H8N4O2S

The molecule C6H8N4O2S at a distorted geometry (ωB97M-V/def2-TZVPD, the Open Molecules 2025 dataset).

Each line ends with the Löwdin charge.
Element x y z (Å)
N1 1.2472 -0.8950 -0.0897  0.05
O1 -0.0029 0.8884 0.5501  0.06
C1 3.8593 1.3171 -0.4584  -0.19
H1 5.8297 0.6023 0.2097  0.08
O2 -3.5043 -1.3627 -0.2947  0.04
H2 -3.2172 -2.3312 -0.4628  0.17
H3 3.8942 2.2860 -0.9163  0.10
C2 -2.4376 -0.5379 -0.1112  -0.36
C3 2.5434 -0.4008 -0.2069  -0.64
C4 0.0197 -0.2390 0.1071  -0.54
H4 -4.3786 0.2878 1.1734  0.07
H5 0.9591 -1.8839 0.3500  0.19
S1 4.0804 -0.9639 0.5251  0.99
H6 -2.0607 1.4997 0.4026  0.17
H7 -4.9678 1.4364 -0.1511  0.15
N2 2.4715 0.7894 -0.5953  0.09
H8 -1.0678 -2.0041 -0.5460  0.10
C5 -1.1081 -1.0018 -0.1603  -0.02
N3 -2.7696 0.8049 -0.0685  0.01
C6 4.7344 0.5552 0.1352  -0.48
N4 -4.1243 1.1532 0.6079  -0.02

The value obtained for the LUMO energy is 0.28 eV. The structure (SMILES) is NN/C(O)=C\C(=O)Nc1nccs1. As for the HOMO energy: -8.4 eV. For the HOMO-LUMO gap, the calculation gives 8.6 eV. As for the total energy: -1001.005002 a.u. Its relative energy (zero: lowest compared OMol25 entry of this formula, charge and spin) is 310.6 kJ/mol.